[1]
10
Properties=species:S:1:pos:R:3:nbo_charge:R:1 method="wB97M-V/def2-TZVPD" multiplicity=1 smiles="C#CC=C=C=C" e_above_lowest_ev=1.755 homo_energy_ev=-8.8049 lumo_ev=-0.235 charge=0
C 0.340 -1.712 0.876 -0.23
C -0.051 -1.646 -0.256 -0.04
C -0.402 -1.001 -1.475 -0.30
C -0.300 0.299 -1.249 -0.01
C -0.119 1.186 -0.358 0.07
C 0.051 1.842 0.750 -0.42
H 0.508 -1.644 1.925 0.23
H -0.420 -1.476 -2.549 0.25
H 0.427 1.272 1.523 0.22
H -0.034 2.880 0.814 0.22

=====

[2]
33
Properties=species:S:1:pos:R:3:nbo_charge:R:1 method="wB97M-V/def2-TZVPD" multiplicity=1 smiles=O.O.O.O.O.O.O.O.O.O.O e_above_lowest_ev=2.581 homo_energy_ev=-10.8305 lumo_ev=-0.124 charge=0
O -0.189 -0.261 0.570 -0.94
H -1.087 -0.374 0.241 0.48
H 0.295 0.094 -0.184 0.49
O 0.207 0.913 -2.128 -0.95
H -0.419 1.621 -1.939 0.48
H -0.332 0.223 -2.530 0.47
O -0.678 1.453 2.339 -0.98
H -0.396 1.117 1.480 0.48
H 0.144 1.562 2.830 0.46
O 0.544 4.842 -0.332 -0.94
H 0.326 4.179 0.333 0.47
H 1.477 5.029 -0.179 0.47
O 3.859 2.587 0.964 -0.93
H 4.134 3.253 0.325 0.47
H 3.920 1.757 0.478 0.47
O -1.516 -4.473 -0.982 -0.93
H -2.137 -3.746 -1.106 0.46
H -2.073 -5.217 -0.729 0.47
O -4.309 -0.216 -0.986 -0.96
H -4.777 0.189 -0.247 0.49
H -4.676 -1.106 -1.035 0.47
O 4.379 -1.099 -1.233 -0.92
H 5.254 -0.838 -1.540 0.46
H 3.933 -0.262 -1.055 0.46
O -4.581 0.310 2.323 -0.95
H -3.988 -0.443 2.228 0.47
H -3.991 1.071 2.355 0.48
O 2.421 -1.271 -3.941 -0.92
H 2.870 -0.606 -4.475 0.46
H 1.485 -1.105 -4.098 0.46
O -0.311 -3.275 3.902 -0.94
H -0.436 -2.510 4.474 0.47
H 0.645 -3.398 3.880 0.47

=====

[3]
45
Properties=species:S:1:pos:R:3:nbo_charge:R:1 method="wB97M-V/def2-TZVPD" multiplicity=1 e_above_lowest_ev=0.000 homo_energy_ev=-5.0149 lumo_ev=-1.001 charge=0
C 2.487 3.207 -0.398 -0.71
C 3.575 2.187 -0.746 -0.63
H 2.058 3.711 -1.278 0.20
H 2.901 3.996 0.246 0.26
H 1.645 2.832 0.224 0.25
H 3.308 1.401 -1.465 0.14
H 4.411 2.729 -1.198 0.23
H 3.930 1.697 0.169 0.25
C -2.409 1.439 -2.039 0.06
C -3.736 1.172 -2.394 -0.24
C -4.000 -0.018 -3.070 -0.15
C -2.965 -0.898 -3.370 -0.24
H -2.135 2.341 -1.491 0.25
H -4.500 1.887 -2.106 0.24
H -5.024 -0.274 -3.355 0.23
H -3.149 -1.842 -3.876 0.21
N -1.411 0.580 -2.299 -0.56
C -1.669 -0.604 -2.913 0.24
C -0.590 -1.637 -2.945 0.16
N 0.586 -1.363 -2.305 -0.52
C 1.524 -2.327 -2.211 0.06
C 0.095 -3.907 -3.334 -0.15
C 1.295 -3.635 -2.653 -0.24
H 2.499 -2.059 -1.772 0.21
H 2.028 -4.404 -2.458 0.23
C -0.830 -2.897 -3.525 -0.22
H -1.751 -3.071 -4.067 0.22
H -0.111 -4.905 -3.715 0.23
Sr 0.927 1.048 -1.204 1.73
I -0.803 2.544 1.101 -0.80
C -1.167 0.779 4.171 -0.60
C 0.157 0.078 3.837 -0.16
C 1.285 0.749 4.619 -0.58
C 0.038 -1.389 4.178 -0.58
C 0.475 0.187 2.414 -0.16
C 0.801 0.340 1.232 -0.69
H -1.326 0.771 5.259 0.19
H -1.997 0.251 3.695 0.21
H -1.172 1.819 3.823 0.23
H 1.114 0.666 5.695 0.19
H 2.241 0.271 4.377 0.21
H 1.347 1.813 4.360 0.22
H -0.829 -1.807 3.679 0.21
H 0.926 -1.927 3.853 0.21
H -0.079 -1.532 5.253 0.19

=====

[4]
20
Properties=species:S:1:pos:R:3:nbo_charge:R:1 method="wB97M-V/def2-TZVPD" multiplicity=1 smiles="O=C([O-])N[C@@]1(Br)N=CCC=C1C(F)(F)F" e_above_lowest_ev=0.810 homo_energy_ev=-5.1997 lumo_ev=3.208 charge=-1
O -0.877 1.762 4.052 -0.73
C -1.069 1.094 3.060 0.91
O -1.115 -0.104 2.824 -0.73
N -1.258 1.969 1.820 -0.76
C -1.209 1.496 0.571 0.42
Br -2.729 2.265 -0.669 -0.21
N -0.076 1.715 -0.199 -0.48
C 0.639 0.803 -0.684 0.18
C 0.469 -0.681 -0.624 -0.50
C -0.839 -1.142 -0.058 -0.26
C -1.660 -0.348 0.604 0.00
C -3.000 -0.745 1.085 0.93
F -3.662 0.160 1.798 -0.31
F -3.831 -1.043 0.035 -0.35
F -2.986 -1.884 1.805 -0.33
H -0.980 2.928 1.975 0.40
H 1.520 1.147 -1.223 0.16
H 1.293 -1.083 -0.020 0.23
H 0.596 -1.083 -1.636 0.22
H -1.058 -2.201 -0.162 0.20

=====

[5]
93
Properties=species:S:1:pos:R:3:lowdin_charge:R:1 method="wB97M-V/def2-TZVPD" multiplicity=1 homo_energy_ev=-4.4507 lumo_ev=1.054 charge=-1
C 4.281 -6.811 -0.219 -0.13
C 4.037 -5.607 0.780 -0.45
F 4.682 -6.005 1.999 -0.15
P 4.861 -3.962 0.169 0.50
O 5.828 -2.596 -0.330 -0.35
F 4.024 -4.055 -1.358 -0.34
C 3.541 -2.855 0.968 -0.28
C 2.963 -1.695 0.073 -0.29
C 1.694 -2.108 -0.779 -0.47
S 0.154 -1.212 -0.308 0.85
C -1.231 -2.292 -0.829 -1.02
S -2.292 -1.887 -1.998 0.73
N -1.348 -3.547 -0.104 -0.20
C -0.603 -4.673 -0.328 -0.07
C -1.071 -5.602 0.667 -0.12
N -2.073 -4.964 1.367 0.01
C -2.261 -3.723 0.923 -0.16
H 3.275 -7.154 -0.592 0.05
H 4.726 -7.695 0.295 0.06
H 4.860 -6.517 -1.120 0.04
H 2.928 -5.523 0.882 0.08
H 5.896 -4.805 -0.416 0.01
H 5.642 -3.982 1.392 0.01
H 5.562 -2.446 -1.255 0.00
H 4.042 -2.352 1.836 0.08
H 2.665 -3.399 1.398 0.07
H 2.598 -0.898 0.784 0.08
H 3.696 -1.190 -0.589 0.08
H 1.920 -1.868 -1.872 0.07
H 1.628 -3.217 -0.725 0.05
H 0.177 -4.737 -1.101 0.12
H -0.654 -6.611 0.786 0.09
H -2.973 -2.949 1.239 0.13
C -5.716 3.658 -4.687 -0.05
O -6.010 2.992 -3.461 0.00
C -5.104 2.070 -3.108 -0.61
O -4.111 1.785 -3.724 0.13
O -5.496 1.526 -1.953 0.00
C -4.616 0.516 -1.449 -0.07
H -6.513 4.376 -4.869 0.09
H -4.771 4.198 -4.614 0.10
H -5.689 2.949 -5.515 0.10
H -3.630 0.932 -1.247 0.10
H -4.547 -0.317 -2.146 0.05
H -5.033 0.149 -0.512 0.09
C 6.564 -0.520 -5.372 -0.04
O 5.258 -0.593 -5.943 0.00
C 4.315 -1.026 -5.094 -0.62
O 4.484 -1.339 -3.949 0.13
O 3.148 -1.053 -5.743 0.00
C 2.054 -1.506 -4.941 -0.04
H 7.240 -0.160 -6.145 0.09
H 6.582 0.184 -4.539 0.08
H 6.899 -1.505 -5.047 0.10
H 1.897 -0.842 -4.090 0.09
H 2.220 -2.530 -4.605 0.10
H 1.160 -1.488 -5.562 0.09
C 5.034 3.613 1.801 -0.05
O 4.922 3.774 0.388 -0.01
C 5.128 2.646 -0.307 -0.61
O 5.388 1.570 0.159 0.14
O 4.996 2.933 -1.609 0.00
C 5.188 1.817 -2.479 -0.05
H 4.849 4.584 2.257 0.09
H 4.288 2.907 2.168 0.10
H 6.038 3.285 2.073 0.10
H 4.446 1.043 -2.283 0.09
H 6.197 1.417 -2.375 0.10
H 5.058 2.169 -3.502 0.09
C -6.120 2.514 1.873 -0.04
O -6.413 1.844 3.100 -0.03
C -5.507 0.922 3.451 -0.61
O -4.516 0.637 2.834 0.13
O -5.898 0.375 4.607 0.00
C -5.016 -0.633 5.104 -0.04
H -6.915 3.233 1.688 0.10
H -5.175 3.055 1.946 0.10
H -6.095 1.805 1.045 0.09
H -4.028 -0.217 5.303 0.10
H -4.948 -1.465 4.402 0.10
H -5.433 -1.001 6.039 0.09
C -5.980 4.169 5.137 -0.03
O -5.948 5.595 5.234 0.01
C -4.770 6.139 4.917 -0.61
O -3.785 5.541 4.572 0.13
O -4.877 7.467 5.049 0.00
C -3.682 8.182 4.739 -0.05
H -6.978 3.840 5.415 0.10
H -5.783 3.850 4.118 0.07
H -5.263 3.721 5.826 0.11
H -3.394 8.019 3.700 0.10
H -2.874 7.891 5.411 0.10
H -3.888 9.241 4.881 0.09

=====

[6]
58
Properties=species:S:1:pos:R:3:lowdin_charge:R:1 method="wB97M-V/def2-TZVPD" multiplicity=1 homo_energy_ev=-12.5462 lumo_ev=-3.253 charge=+1
Ba -0.181 -1.132 2.791 1.96
Ba 2.022 -3.195 -0.754 1.92
B 1.457 -0.751 0.456 -0.71
H 1.799 -1.540 1.149 -0.14
H 1.593 0.265 0.937 -0.05
H 2.153 -0.743 -0.432 -0.07
H 0.397 -0.922 0.160 -0.07
B 0.055 -3.906 1.412 -0.60
H -0.376 -3.922 2.463 -0.06
H -0.252 -3.001 0.839 -0.15
H 1.178 -3.851 1.430 -0.13
H -0.380 -4.793 0.806 -0.01
B 2.803 -2.560 -3.215 -0.60
H 3.531 -2.008 -2.548 -0.06
H 3.006 -2.344 -4.330 -0.01
H 2.899 -3.664 -3.032 -0.11
H 1.756 -2.207 -2.974 -0.10
C 2.343 0.565 -3.983 0.05
N 1.027 1.004 -4.581 -0.43
O 1.021 1.218 -5.765 0.10
O 0.068 1.102 -3.836 0.04
H 2.115 -0.066 -3.128 0.05
H 2.927 1.430 -3.689 0.11
H 2.797 -0.048 -4.752 0.09
C -3.084 -2.916 0.045 -0.07
O -3.103 -1.618 -0.554 -0.23
P -3.116 -0.256 0.297 0.39
O -2.118 -0.135 1.359 -0.44
O -2.994 0.877 -0.788 -0.18
C -2.002 0.775 -1.844 -0.06
O -4.626 -0.168 0.812 -0.18
C -5.706 -0.767 0.115 -0.09
H -3.099 -2.890 1.140 0.10
H -2.181 -3.454 -0.225 0.07
H -4.000 -3.412 -0.271 0.10
H -2.533 0.594 -2.773 0.10
H -1.323 -0.064 -1.688 0.08
H -1.407 1.679 -1.887 0.07
H -6.264 -1.397 0.811 0.10
H -5.449 -1.428 -0.713 0.09
H -6.392 -0.026 -0.292 0.10
C 0.602 3.087 0.120 -0.08
O 1.738 3.066 0.970 -0.18
P 1.513 2.761 2.503 0.38
O 0.985 1.420 2.872 -0.41
O 0.574 3.928 3.005 -0.16
C -0.404 3.751 3.994 -0.11
O 2.926 3.104 3.121 -0.20
C 4.040 2.167 2.949 -0.04
H -0.312 2.730 0.606 0.09
H 0.709 2.491 -0.790 0.09
H 0.445 4.110 -0.233 0.10
H -0.208 4.395 4.851 0.10
H -0.484 2.765 4.472 0.08
H -1.447 3.861 3.688 0.10
H 3.799 1.340 2.293 0.08
H 4.284 1.923 3.983 0.09
H 4.880 2.778 2.626 0.10

=====

[7]
77
Properties=species:S:1:pos:R:3:lowdin_charge:R:1 method="wB97M-V/def2-TZVPD" multiplicity=1 homo_energy_ev=-4.8083 lumo_ev=1.297 charge=-1
O 5.578 -2.916 0.955 -0.01
N 4.911 -2.523 -0.018 -0.19
O 3.632 -2.578 0.450 -0.10
C 3.118 -1.213 0.223 -0.58
Br 4.581 -0.180 -0.745 0.81
C 1.856 -0.997 -0.832 -0.14
O 1.722 0.472 -0.669 -0.19
B 1.896 0.695 0.794 -0.85
C 0.591 1.358 1.613 -0.11
C -0.308 2.120 0.473 -0.09
C -1.457 3.134 1.052 -0.18
F -1.526 4.376 0.204 -0.03
F -1.008 3.603 2.416 -0.02
C -2.938 2.464 1.265 -0.10
F -2.804 1.383 2.286 0.03
F -3.794 3.523 1.919 0.00
C -3.704 2.010 -0.110 -0.06
F -2.890 2.243 -1.361 0.02
F -4.926 2.880 -0.296 0.02
C -4.084 0.386 -0.158 -0.08
F -4.557 0.153 -1.575 0.02
F -2.853 -0.444 -0.017 0.05
C -5.297 -0.036 0.859 -0.09
F -5.693 1.005 1.836 0.06
F -6.507 -0.288 -0.008 0.02
C -5.044 -1.437 1.690 -0.12
F -6.239 -1.635 2.593 0.02
F -5.030 -2.648 0.788 0.03
F -3.858 -1.398 2.595 0.05
O 2.564 -0.485 1.377 -0.02
H 0.875 -1.380 -0.302 0.15
H 2.025 -1.244 -1.970 0.14
H 2.666 1.590 0.865 0.08
H 1.070 2.082 2.409 0.11
H 0.023 0.447 2.080 0.10
H 0.459 2.764 -0.176 0.16
H -0.773 1.284 -0.241 0.13
C -3.523 5.750 -7.178 -0.12
C -3.933 4.737 -6.122 -0.27
C -5.046 5.245 -5.201 -0.23
C -4.688 6.477 -4.361 -0.23
C -3.465 6.314 -3.453 -0.27
C -3.642 5.236 -2.397 -0.12
H -3.113 6.660 -6.730 0.07
H -2.751 5.324 -7.826 0.07
H -4.376 6.026 -7.806 0.07
H -3.057 4.439 -5.536 0.10
H -4.288 3.830 -6.627 0.10
H -5.354 4.429 -4.538 0.10
H -5.928 5.487 -5.808 0.11
H -5.556 6.738 -3.744 0.11
H -4.522 7.335 -5.023 0.10
H -3.281 7.271 -2.947 0.11
H -2.570 6.106 -4.048 0.10
H -4.506 5.453 -1.760 0.08
H -2.755 5.185 -1.758 0.06
H -3.784 4.250 -2.846 0.06
C 5.795 -8.982 3.537 -0.12
C 5.784 -7.865 4.568 -0.28
C 4.850 -6.710 4.194 -0.23
C 5.211 -5.970 2.902 -0.22
C 6.620 -5.368 2.867 -0.28
C 6.843 -4.304 3.930 -0.11
H 6.162 -8.636 2.567 0.07
H 6.450 -9.792 3.869 0.07
H 4.791 -9.396 3.400 0.07
H 6.804 -7.498 4.725 0.10
H 5.455 -8.280 5.529 0.10
H 4.821 -5.999 5.027 0.10
H 3.828 -7.098 4.095 0.11
H 4.479 -5.168 2.747 0.11
H 5.098 -6.647 2.048 0.10
H 6.776 -4.913 1.881 0.09
H 7.376 -6.154 2.965 0.10
H 6.125 -3.485 3.818 0.08
H 7.850 -3.886 3.839 0.07
H 6.744 -4.714 4.939 0.06

=====

[8]
90
Properties=species:S:1:pos:R:3:lowdin_charge:R:1 method="wB97M-V/def2-TZVPD" multiplicity=1 homo_energy_ev=-7.4842 lumo_ev=-0.177 charge=0
C 8.983 -0.915 -0.053 -0.22
C 7.396 -0.530 -0.176 -0.75
I 6.967 1.648 -0.413 0.72
C 6.268 -1.533 -0.117 -0.88
I 6.652 -3.712 0.098 0.64
P 4.446 -0.861 -0.212 0.49
Si 2.414 -0.034 -0.079 0.31
C 1.094 -1.038 -1.058 -0.27
C 2.276 1.811 -0.738 -0.24
C 1.983 0.101 1.832 -0.25
H 9.225 -2.057 -0.015 0.03
H 9.624 -0.477 -0.961 0.09
H 9.352 -0.463 0.988 0.09
H 4.014 -2.230 -0.061 -0.05
H 4.646 -0.365 -1.549 -0.01
H 4.785 -0.035 0.955 -0.03
H 0.884 -2.108 -0.579 0.05
H 0.069 -0.448 -0.939 0.05
H 1.294 -1.129 -2.209 0.04
H 3.319 2.338 -0.685 0.03
H 1.819 1.718 -1.811 0.04
H 1.462 2.313 -0.042 0.04
H 2.889 0.732 2.287 0.05
H 0.944 0.612 2.002 0.04
H 2.086 -0.976 2.279 0.04
C -3.508 -3.171 -0.217 -0.02
C -3.392 -1.936 0.653 -0.33
C -4.706 -1.281 0.953 -0.11
O -4.325 0.062 1.194 0.06
C -3.183 0.273 0.474 -0.51
O -2.671 1.365 0.292 0.11
O -2.690 -0.904 -0.021 0.07
H -2.518 -3.494 -0.557 0.09
H -3.978 -3.994 0.329 0.05
H -4.098 -2.969 -1.118 0.05
H -2.838 -2.173 1.570 0.16
H -5.197 -1.708 1.832 0.12
H -5.405 -1.295 0.110 0.15
C -1.431 3.666 2.780 -0.02
C -0.658 4.039 4.029 -0.35
C 0.238 5.228 3.853 -0.12
O 1.233 5.003 4.837 0.06
C 1.301 3.649 5.013 -0.51
O 2.171 3.077 5.646 0.13
O 0.264 3.020 4.380 0.08
H -1.916 2.692 2.908 0.08
H -2.196 4.413 2.554 0.09
H -0.767 3.573 1.914 0.09
H -1.348 4.172 4.872 0.16
H -0.280 6.174 4.035 0.14
H 0.725 5.268 2.873 0.14
C -9.261 -5.767 2.010 -0.02
C -8.075 -5.009 2.571 -0.35
C -8.157 -3.525 2.375 -0.10
O -6.792 -3.145 2.385 0.05
C -6.087 -4.228 1.941 -0.45
O -4.905 -4.210 1.644 0.11
O -6.885 -5.337 1.871 0.10
H -9.062 -6.844 2.010 0.09
H -10.164 -5.575 2.598 0.09
H -9.457 -5.485 0.969 0.09
H -7.926 -5.271 3.625 0.16
H -8.704 -3.026 3.179 0.15
H -8.589 -3.234 1.412 0.15
C 8.126 7.914 -1.683 -0.02
C 7.399 6.752 -1.038 -0.35
C 6.990 5.682 -2.004 -0.12
O 5.879 5.094 -1.350 0.02
C 5.331 6.072 -0.567 -0.50
O 4.254 5.983 -0.003 0.14
O 6.150 7.166 -0.505 0.09
H 8.229 8.742 -0.973 0.09
H 9.121 7.615 -2.023 0.09
H 7.567 8.306 -2.540 0.09
H 7.997 6.346 -0.212 0.16
H 7.778 4.942 -2.168 0.14
H 6.654 6.070 -2.971 0.14
C -2.924 -3.410 -6.540 -0.02
C -2.902 -3.500 -5.027 -0.35
C -2.673 -4.886 -4.506 -0.11
O -3.285 -4.834 -3.230 0.07
C -4.270 -3.889 -3.314 -0.50
O -5.125 -3.703 -2.464 0.11
O -4.173 -3.182 -4.481 0.09
H -3.280 -2.425 -6.859 0.09
H -1.927 -3.578 -6.957 0.09
H -3.611 -4.146 -6.972 0.09
H -2.175 -2.788 -4.619 0.16
H -1.611 -5.130 -4.417 0.15
H -3.171 -5.664 -5.095 0.14

=====

[9]
70
Properties=species:S:1:pos:R:3:nbo_charge:R:1 method="wB97M-V/def2-TZVPD" multiplicity=5 homo_energy_ev="-18.3644 / -18.5958" lumo_ev="-11.907 / -15.414" charge=+4
Pd 0.781 -0.536 -0.427 0.99
Br 7.536 -0.038 -0.264 0.23
C 5.669 -0.341 -0.093 -0.02
C 4.933 0.833 -0.303 -0.25
C 3.547 0.758 -0.346 0.05
N 2.896 -0.404 -0.238 -0.56
C 3.606 -1.572 0.025 0.20
C 5.042 -1.569 0.091 -0.22
C 2.750 -2.760 -0.040 0.16
C 3.219 -4.073 0.099 -0.23
C 2.463 -5.114 -0.480 0.00
Br 2.467 -6.895 0.115 0.27
C 1.467 -4.706 -1.395 -0.24
C 0.969 -3.401 -1.330 0.06
N 1.564 -2.433 -0.611 -0.50
H 5.466 1.798 -0.397 0.27
H 2.926 1.594 -0.636 0.20
H 5.616 -2.476 0.279 0.27
H 4.166 -4.272 0.599 0.27
H 1.000 -5.353 -2.116 0.27
H 0.111 -3.192 -1.949 0.22
O -4.150 4.699 1.121 -0.94
H -3.999 3.846 1.552 0.45
H -5.031 4.946 1.439 0.50
C -2.681 0.143 1.068 -0.97
P -1.711 -0.477 -0.353 0.97
C -2.642 0.282 -1.724 -0.39
C -3.828 1.039 -1.567 0.06
C -4.605 1.292 -2.697 -0.07
C -4.138 0.963 -3.974 -0.19
C -2.877 0.423 -4.131 0.04
C -2.148 0.017 -3.010 -0.08
C -2.078 -2.237 -0.405 -0.45
C -2.022 -2.937 0.808 -0.12
C -2.641 -4.205 1.002 -0.20
C -3.328 -4.768 -0.056 -0.13
C -3.245 -4.179 -1.340 -0.18
C -2.667 -2.919 -1.531 -0.21
H -3.645 -0.373 1.225 0.29
H -2.909 1.239 0.989 0.25
H -2.142 -0.030 2.009 0.28
H -4.290 1.266 -0.597 0.26
H -5.555 1.833 -2.528 0.29
H -4.773 1.106 -4.854 0.29
H -2.426 0.295 -5.083 0.27
H -1.211 -0.524 -3.118 0.24
H -1.543 -2.479 1.682 0.21
H -2.596 -4.682 1.996 0.27
H -3.950 -5.636 0.110 0.26
H -3.725 -4.669 -2.231 0.26
H -2.725 -2.492 -2.523 0.21
O 3.369 2.630 5.178 -0.70
C 3.120 3.705 4.239 0.06
N 1.986 3.335 3.493 -0.49
C 1.539 4.127 2.484 0.60
O 1.983 5.280 2.357 0.00
C 0.716 3.466 1.450 -0.16
C -0.112 4.258 0.573 -0.07
C -0.251 3.776 -0.718 -0.22
C 0.171 2.441 -1.005 0.10
N 0.576 1.597 -0.039 -0.53
C 0.891 2.104 1.183 0.08
H 4.194 2.811 5.690 0.53
H 4.037 3.764 3.591 0.20
H 2.944 4.660 4.697 0.22
H 1.570 2.448 3.693 0.45
H -0.562 5.177 0.934 0.29
H -0.670 4.329 -1.562 0.28
H 0.154 2.015 -1.995 0.23
H 1.429 1.445 1.898 0.24

=====

no.,E_tot (eV)
1,-6280.7199
2,-22878.9325
3,-30954.3204
4,-92611.1958
5,-97767.7468
6,-51749.1913
7,-139099.2888
8,-91766.9610
9,-196490.5783